Here is C20H19FN4O4S in the gas phase from the Open Molecules 2025 dataset. Energies are from the ωB97M-V functional and the def2-TZVPD basis.

XYZ file:
```
49
Properties=species:S:1:pos:R:3
C 1.28556 3.99081 -0.43745
C 0.47649 3.59739 0.78831
O -0.71121 2.98655 0.32652
C -1.62409 2.52699 1.22801
C -1.54046 2.67727 2.60264
C -2.54709 2.18356 3.42035
C -3.63837 1.53901 2.87354
C -3.73184 1.37110 1.50079
C -2.73253 1.85405 0.67240
N -2.72782 1.70322 -0.72021
C -3.69352 1.18198 -1.50446
O -4.78079 0.79119 -1.14070
C -3.28360 1.10993 -2.97831
S -2.37877 -0.44262 -3.31822
C -0.80486 0.04010 -2.82651
N -0.41507 1.21351 -2.41498
N 0.90468 1.10937 -2.16187
C 1.26001 -0.10127 -2.42945
C 2.60110 -0.71085 -2.23629
N 2.60461 -1.52854 -1.04347
C 2.69149 -2.88074 -1.11950
O 2.91822 -3.45945 -2.16171
C 2.54631 -3.62108 0.17190
C 3.16301 -4.86826 0.26245
C 3.05518 -5.64102 1.40213
C 2.30790 -5.18886 2.47809
C 1.66882 -3.96373 2.40920
C 1.79720 -3.19856 1.26536
F 1.14682 -2.00887 1.23454
O 0.20942 -0.84535 -2.86183
H 0.75516 4.75213 -1.00256
H 1.42330 3.12107 -1.07458
H 2.25255 4.38131 -0.13387
H 1.04188 2.88972 1.41088
H 0.23645 4.48310 1.39308
H -0.69699 3.18113 3.04779
H -2.46795 2.31185 4.48942
H -4.42199 1.15943 3.51062
H -4.57738 0.86628 1.06502
H -1.85311 1.99549 -1.15343
H -2.64743 1.93711 -3.28483
H -4.18064 1.05122 -3.59308
H 3.34059 0.09005 -2.15673
H 2.83932 -1.37640 -3.07208
H 2.37354 -1.06868 -0.17787
H 3.72519 -5.21018 -0.59311
H 3.54788 -6.59954 1.45044
H 2.21443 -5.79014 3.36915
H 1.06841 -3.59181 3.22447
```

Computed properties:
Relative energy (zero: lowest compared OMol25 entry of this formula, charge and spin)   13.4 kcal per mole
Frontier orbital gap   8.4882 eV
E_tot   -48751.889 eV
Strongest force on any atom   1.59 eV Å⁻¹
SMILES string   CCOc1ccccc1NC(=O)CSc1nnc(CNC(=O)c2ccccc2F)o1
HOMO   -8.06 eV
Spin multiplicity   1